Formula: CHBrF2OS
Source: the OMol25 dataset
Level of theory: the ωB97M-V functional and the def2-TZVPD basis

Properties
* energy above the lowest of the compared OMol25 structures with the same formula, charge and spin: 117.2 kcal/mol
* maximum force: 4.0 eV Å⁻¹
* HOMO energy (alpha / beta): -10.33 / -10.32 eV
* lowest unoccupied orbital energy (alpha / beta): -0.0655 / -0.0654 Ha
* HOMO-LUMO gap (alpha / beta): 8.54 / 8.54 eV

Element x y z (Å)
Br (2.88, 0.30, -0.12)
S (1.64, -1.02, 0.97)
F (-0.95, -0.91, 1.15)
F (0.06, 0.93, 1.67)
O (1.10, -2.65, -0.55)
C (0.03, -0.09, 0.80)
H (-0.12, 0.29, -0.22)



Formula: C20H25N3O4S
Source: the OMol25 dataset
Level of theory: the ωB97M-V functional and the def2-TZVPD basis

Properties
* energy above the lowest of the compared OMol25 structures with the same formula, charge and spin: 36.2 kcal/mol
* maximum force: 0.9 eV Å⁻¹
* HOMO energy: -8.20 eV
* lowest unoccupied orbital energy: 0.0134 Ha
* structure (SMILES): CCCC(=O)Nc1ccccc1NC(=O)CN(C)S(=O)(=O)c1ccc(C)cc1
* HOMO-LUMO gap: 8.56 eV

Element x y z (Å)
S (1.25, -1.01, 0.03)
O (0.38, 2.66, -0.66)
O (-4.61, -1.54, 1.06)
O (0.23, -0.33, 0.79)
O (1.30, -2.44, 0.15)
N (-1.21, 1.09, -1.12)
N (0.95, -0.67, -1.59)
N (-2.65, -0.45, 0.65)
C (-1.92, -2.99, -1.24)
C (0.04, 1.60, -1.14)
C (2.94, 1.02, 0.79)
C (4.19, 1.56, 1.02)
C (1.68, -1.53, -2.50)
C (6.68, 1.39, 1.15)
C (1.03, 0.73, -1.93)
C (5.34, 0.80, 0.87)
C (-3.40, -1.54, 0.99)
C (-4.26, 1.37, 0.94)
C (-3.10, 0.84, 0.39)
C (-3.80, 3.50, -0.07)
C (-4.61, 2.69, 0.71)
C (2.85, -0.30, 0.40)
C (-2.59, -3.67, -0.04)
C (3.97, -1.09, 0.24)
C (-2.31, 1.65, -0.45)
C (5.22, -0.54, 0.48)
C (-2.56, -2.79, 1.21)
C (-2.65, 2.98, -0.65)
H (6.88, 1.37, 2.22)
H (-4.06, 4.53, -0.23)
H (-4.88, 0.73, 1.55)
H (-2.02, 3.60, -1.27)
H (2.72, -1.21, -2.63)
H (-1.29, 0.11, -1.38)
H (6.72, 2.43, 0.82)
H (2.04, 1.61, 0.91)
H (6.10, -1.14, 0.36)
H (-3.63, -3.89, -0.29)
H (2.04, 1.14, -1.78)
H (3.85, -2.12, -0.05)
H (-2.48, -2.10, -1.53)
H (-2.08, -4.60, 0.17)
H (-1.89, -3.67, -2.08)
H (-0.90, -2.71, -0.98)
H (1.18, -1.53, -3.47)
H (-1.63, -0.55, 0.67)
H (4.27, 2.60, 1.33)
H (7.47, 0.83, 0.65)
H (0.78, 0.84, -2.99)
H (-3.00, -3.34, 2.04)
H (-5.51, 3.08, 1.15)
H (1.66, -2.53, -2.09)
H (-1.53, -2.53, 1.45)



Formula: C19H35ClN2O8PS2Sr
Source: the OMol25 dataset
Level of theory: the ωB97M-V functional and the def2-TZVPD basis

Properties
* maximum force: 4.3 eV Å⁻¹
* HOMO energy: -10.57 eV
* net charge: +1
* lowest unoccupied orbital energy: -0.2188 Ha
* HOMO-LUMO gap: 4.62 eV

Element x y z (Å)
Sr (4.72, 1.54, -2.34)
Cl (3.68, -0.31, 1.16)
S (0.16, 0.73, -1.66)
S (1.23, -0.80, 2.40)
P (-3.68, -1.91, 0.22)
O (-5.03, -1.56, -0.53)
O (1.31, 0.99, -2.49)
O (-1.11, 1.18, -2.08)
O (0.30, -1.55, -3.34)
O (-3.86, -1.12, 1.60)
O (0.44, 1.59, -0.31)
O (-3.44, -3.34, 0.38)
O (-0.47, -3.02, -1.86)
N (3.13, 4.30, -0.98)
N (1.39, 3.53, 1.55)
C (2.56, -1.15, -1.49)
C (1.43, 4.30, 2.80)
C (-0.05, -1.98, -2.25)
C (-6.15, 0.14, -1.80)
C (0.13, -0.96, -1.03)
C (1.89, -0.21, 0.78)
C (-5.64, -0.26, -0.44)
C (1.61, 1.34, 0.48)
C (2.84, 2.05, -0.19)
C (3.88, -1.95, -1.62)
C (-2.45, -1.02, -0.71)
C (2.63, 3.16, -1.19)
C (-1.06, -1.05, -0.06)
C (4.59, -1.04, -2.64)
C (1.59, -2.68, 0.17)
C (-3.78, -1.79, 3.91)
C (1.34, 2.10, 1.77)
C (1.53, -1.25, -0.36)
C (-2.97, -1.43, 2.69)
H (0.73, -2.94, 0.77)
H (-3.15, -2.27, 4.65)
H (2.93, 4.93, -1.77)
H (-4.95, 0.48, -0.07)
H (-6.65, 1.09, -1.71)
H (1.59, -3.38, -0.66)
H (3.50, 2.47, 0.57)
H (-0.97, -1.94, 0.53)
H (-4.25, -0.91, 4.34)
H (-1.01, -0.21, 0.64)
H (2.10, 1.85, 2.51)
H (3.79, -2.96, -2.00)
H (-6.47, -0.35, 0.26)
H (4.14, -0.11, -2.43)
H (0.78, 5.16, 2.73)
H (-6.84, -0.60, -2.18)
H (2.87, -0.12, -1.47)
H (1.09, 3.72, 3.66)
H (-4.56, -2.48, 3.62)
H (4.34, -1.30, -3.67)
H (0.35, 1.81, 2.12)
H (-2.80, 0.00, -0.78)
H (0.57, 3.81, 1.03)
H (2.47, -2.82, 0.80)
H (5.68, -0.99, -2.58)
H (-2.47, -1.42, -1.72)
H (3.41, 1.28, -0.72)
H (2.43, 4.67, 2.99)
H (-5.32, 0.25, -2.49)
H (-2.40, -0.52, 2.88)
H (2.04, -1.25, -2.44)
H (2.11, 2.91, -2.11)
H (-2.31, -2.24, 2.43)
H (4.45, -2.02, -0.70)
H (0.05, -0.18, 2.37)



Formula: C28H45BGeO5Pb
Source: the OMol25 dataset
Level of theory: the ωB97M-V functional and the def2-TZVPD basis

Properties
* maximum force: 0.8 eV Å⁻¹
* HOMO energy (alpha / beta): -11.16 / -11.35 eV
* spin multiplicity: 2
* net charge: +1
* lowest unoccupied orbital energy (alpha / beta): -0.1054 / -0.1919 Ha
* HOMO-LUMO gap (alpha / beta): 8.29 / 6.12 eV

Element x y z (Å)
Pb (0.00, 0.18, 0.14)
Ge (-1.06, 3.05, 0.86)
O (3.49, 0.78, 0.60)
O (2.74, -0.79, 2.07)
O (-0.37, 1.58, 2.00)
O (0.36, 2.40, -0.37)
O (-2.04, 1.64, 0.02)
C (-3.65, 0.34, -1.13)
C (5.89, 0.05, 3.81)
C (0.09, 1.75, 3.34)
C (1.44, 2.47, 3.34)
C (-3.43, 1.34, 0.00)
C (8.02, 2.79, 2.17)
C (-3.85, 0.75, 1.34)
C (4.69, -0.63, 3.64)
C (8.81, 0.66, 3.18)
C (4.43, 0.63, 1.61)
C (5.61, 1.32, 1.78)
C (0.25, -1.64, -2.53)
C (1.61, -2.94, -0.48)
C (2.28, -2.04, -1.31)
C (-4.22, 2.62, -0.27)
C (6.36, 1.02, 2.92)
C (-0.08, 3.12, -2.63)
C (0.92, 3.13, -1.47)
C (0.26, -3.19, -0.69)
C (1.60, -1.39, -2.33)
C (-0.93, 2.60, 4.11)
C (7.64, 2.38, 4.59)
C (2.22, 2.47, -1.89)
C (0.19, 0.38, 4.00)
C (7.70, 1.71, 3.20)
C (-0.42, -2.54, -1.71)
C (3.98, -0.32, 2.50)
C (1.19, 4.57, -1.02)
B (2.47, -0.05, 0.95)
H (0.25, 5.07, -0.78)
H (-3.07, -0.57, -0.93)
H (0.85, -0.27, 3.42)
H (8.59, 2.88, 4.79)
H (-4.07, 3.34, 0.54)
H (-0.28, -1.15, -3.34)
H (9.78, 1.13, 3.32)
H (8.68, -0.08, 3.97)
H (-4.70, 0.07, -1.21)
H (0.28, 3.71, -3.46)
H (2.68, 3.02, -2.72)
H (8.96, 3.27, 2.43)
H (1.35, 3.42, 2.80)
H (-5.28, 2.40, -0.35)
H (2.20, 1.87, 2.84)
H (7.25, 3.56, 2.14)
H (7.46, 1.66, 5.38)
H (8.14, 2.37, 1.17)
H (-3.89, 3.08, -1.21)
H (-1.91, 2.13, 4.07)
H (1.68, 5.13, -1.82)
H (2.13, -0.72, -2.99)
H (8.82, 0.13, 2.22)
H (-0.25, 2.09, -2.97)
H (-0.63, 2.71, 5.15)
H (-0.80, -0.08, 4.06)
H (4.34, -1.35, 4.36)
H (6.47, -0.18, 4.69)
H (-1.00, 3.60, 3.67)
H (-3.33, -0.20, 1.52)
H (2.14, -3.46, 0.30)
H (2.92, 2.44, -1.06)
H (-1.04, 3.52, -2.29)
H (-0.26, -3.91, -0.06)
H (1.83, 4.57, -0.14)
H (-3.31, 0.76, -2.08)
H (1.78, 2.68, 4.35)
H (0.59, 0.48, 5.00)
H (2.04, 1.44, -2.22)
H (-4.93, 0.56, 1.37)
H (-1.47, -2.75, -1.88)
H (-3.60, 1.44, 2.15)
H (5.92, 2.05, 1.05)
H (3.34, -1.86, -1.16)
H (6.84, 3.13, 4.62)



Formula: C14H18Cl3F4MoN2O9P2
Source: the OMol25 dataset
Level of theory: the ωB97M-V functional and the def2-TZVPD basis

Properties
* energy above the lowest of the compared OMol25 structures with the same formula, charge and spin: 31.4 kcal/mol
* maximum force: 1.0 eV Å⁻¹
* HOMO energy (alpha / beta): -12.62 / -12.67 eV
* spin multiplicity: 3
* net charge: +1
* lowest unoccupied orbital energy (alpha / beta): -0.1774 / -0.1461 Ha
* HOMO-LUMO gap (alpha / beta): 7.79 / 8.69 eV

Element x y z (Å)
Mo (-0.08, -0.13, -0.15)
Cl (2.06, 3.10, -1.40)
Cl (3.60, 0.73, -0.85)
Cl (3.88, 2.08, -3.37)
P (1.56, -2.69, 1.35)
P (0.53, -2.93, -1.44)
F (0.42, 3.68, 2.61)
F (-0.80, -1.17, 4.76)
F (-0.97, -0.76, 2.05)
F (0.46, 3.34, 5.26)
O (1.56, -2.07, -2.27)
O (2.76, -2.85, 2.17)
O (0.58, 0.42, -1.92)
O (0.21, -3.11, 2.15)
O (0.46, -4.91, 0.13)
O (0.04, -4.00, -2.48)
O (-0.61, -2.05, -0.98)
O (1.58, 0.53, -3.89)
O (1.31, -1.29, 0.73)
N (-1.89, 0.82, -0.98)
N (-0.33, 1.46, 0.89)
C (2.76, 1.63, -2.12)
C (1.58, 0.77, -2.72)
C (-3.05, 0.59, -0.08)
C (0.12, 2.49, 3.12)
C (0.15, 2.30, 4.50)
C (-0.21, 1.43, 2.28)
C (-0.14, 1.08, 5.08)
C (2.73, -4.37, -0.54)
C (-0.49, 0.03, 4.25)
C (-0.96, 2.67, 0.32)
C (1.38, -3.84, -0.10)
C (-0.52, 0.22, 2.89)
C (-2.28, 0.34, -2.33)
C (-1.57, 2.27, -1.02)
H (-2.86, 0.99, 0.91)
H (-0.32, -4.81, -2.09)
H (-2.46, 2.86, -1.23)
H (-1.71, 3.05, 1.02)
H (-3.24, -0.48, 0.00)
H (-3.94, 1.08, -0.49)
H (3.41, -3.55, -0.77)
H (-0.85, 2.42, -1.82)
H (1.89, -2.48, -3.09)
H (3.16, -4.95, 0.27)
H (-2.49, -0.73, -2.27)
H (-1.47, 0.50, -3.03)
H (0.40, -3.26, 3.09)
H (-0.22, 3.46, 0.18)
H (-0.11, 0.97, 6.15)
H (-3.17, 0.86, -2.68)
H (2.62, -5.01, -1.42)
H (0.08, -4.83, 1.02)



Formula: C7H17NOP
Source: the OMol25 dataset
Level of theory: the ωB97M-V functional and the def2-TZVPD basis

Properties
* energy above the lowest of the compared OMol25 structures with the same formula, charge and spin: 47.0 kcal/mol
* maximum force: 4.6 eV Å⁻¹
* HOMO energy: -13.89 eV
* net charge: +1
* lowest unoccupied orbital energy: -0.1236 Ha
* structure (SMILES): CC(C)(C)[P@@]1(=O)CC[NH2+]C1
* HOMO-LUMO gap: 10.53 eV

Element x y z (Å)
P (-0.77, -0.04, -0.50)
O (-1.90, -0.49, -1.27)
N (1.22, 1.19, -2.08)
C (0.92, -0.23, -1.64)
C (-0.57, 1.74, -0.58)
C (-0.33, -0.75, 1.17)
C (1.13, -0.61, 1.67)
C (0.06, 1.99, -1.91)
C (-1.26, -0.40, 2.32)
C (-0.60, -2.26, 0.73)
H (1.91, -0.73, 0.92)
H (1.18, -1.35, 2.38)
H (1.47, 1.24, -3.06)
H (1.98, 1.42, -1.53)
H (-1.68, -2.49, 0.68)
H (0.14, 2.16, 0.17)
H (-0.78, 1.73, -2.57)
H (-1.10, 0.47, 2.94)
H (1.90, -0.61, -1.27)
H (-2.28, -0.41, 2.02)
H (-1.43, 2.29, -0.41)
H (0.51, -0.80, -2.47)
H (-0.07, -2.32, -0.27)
H (1.29, 0.31, 2.32)
H (-1.08, -1.20, 2.97)
H (0.20, 3.05, -2.16)
H (-0.06, -2.91, 1.42)